Entry 1:
Molecular formula: C22H21Br2ClNNdO2
Method: DFT, wB97M-V/def2-TZVPD

The calculation puts the total energy at -196610.197 eV. The spin multiplicity is 4. As for the charge: +2. For the gap between HOMO and LUMO (alpha / beta), the calculation gives 6.3 / 6.3 eV. The calculation puts the highest occupied orbital energy (alpha / beta) at -13.306 / -13.284 eV.

Last column: Löwdin charge in e.
Element x y z (Å)
Nd 0.7578 0.3092 -1.6574  1.67
Br 0.1249 -2.7346 -0.5298  0.77
C 1.9186 -3.1316 -1.0771  -0.90
Br 2.5085 -1.9859 -2.5354  0.68
H 1.9551 -4.1382 -1.4673  0.03
H 2.5865 -2.9390 -0.2476  -0.01
C -1.4109 -0.3175 -6.5619  0.02
O -1.6017 0.6290 -5.4843  -0.04
C -0.5452 1.1432 -4.8794  -0.25
C 0.7793 0.8399 -5.1917  0.02
C 1.8113 1.4637 -4.5069  -0.08
C 1.5492 2.4166 -3.5271  -0.16
C 0.2285 2.6952 -3.1930  -0.10
C -0.8100 2.0202 -3.8140  -0.19
N -2.1468 2.2821 -3.3966  0.15
C -3.1603 1.4570 -3.1858  0.05
C -3.2551 0.0557 -3.1421  -0.12
C -4.5827 -0.4352 -3.3253  0.00
C -4.8258 -1.7613 -3.5318  -0.04
C -3.7311 -2.6449 -3.5443  0.00
C -2.4387 -2.2153 -3.3151  0.00
C -2.1813 -0.8689 -3.0640  -0.32
O -0.9655 -0.4924 -2.7112  -0.36
H -2.4101 -0.5580 -6.9036  0.11
H -0.9181 -1.2104 -6.1764  0.11
H -0.8346 0.1378 -7.3644  0.11
H 1.0051 0.1254 -5.9701  0.13
H 2.8355 1.2380 -4.7762  0.13
H 2.3565 2.9862 -3.0845  0.13
H 0.0074 3.4588 -2.4534  0.14
H -2.3809 3.2627 -3.3117  0.18
H -4.0896 2.0024 -3.0538  0.16
H -5.4042 0.2725 -3.3355  0.13
H -5.8320 -2.1241 -3.6861  0.12
H -3.9059 -3.7017 -3.7133  0.13
H -1.6128 -2.9121 -3.2743  0.11
Cl 5.6146 -2.8745 1.6443  0.73
C 4.2421 -1.8633 1.3835  -0.69
C 3.0589 -2.1221 2.0865  -0.09
C 1.9530 -1.3292 1.8751  -0.08
C 1.9908 -0.2327 0.9914  -0.42
C 0.8192 0.6368 0.7452  -0.30
C 3.1923 -0.0047 0.3199  -0.14
C 4.3210 -0.8113 0.5010  -0.11
H 3.0296 -2.9370 2.7991  0.12
H 1.0438 -1.5294 2.4297  0.12
H 1.0075 1.6739 1.0379  0.06
H -0.0638 0.2986 1.2900  0.05
H 3.2999 0.8815 -0.3089  0.10
H 5.2501 -0.6018 -0.0133  0.12

Entry 2:
Molecular formula: C22H21Cl2N5O4S
Method: DFT, wB97M-V/def2-TZVPD

The calculation puts the total energy at -74676.201 eV. As for the SMILES: CCN(CC)S(=O)(=O)c1ccc(NC(=O)c2cccnc2Cl)c(NC(=O)c2cccnc2Cl)c1. The energy relative to the best compared isomer or geometry (same formula, charge and spin) is 4.3 kcal per mole. For the gap between HOMO and LUMO, the calculation gives 9.1 eV. The calculation puts the highest occupied orbital energy at -8.942 eV.

Last column: natural (NBO) charge in e.
Element x y z (Å)
C 4.4459 0.0806 -2.5125  -0.62
C 5.2133 -1.0711 -1.8623  -0.22
N 4.4102 -1.9322 -1.0319  -0.70
C 3.6817 -3.0482 -1.5776  -0.22
C 2.4248 -2.6703 -2.3630  -0.62
S 4.2749 -1.5943 0.5774  2.35
O 5.4322 -0.8506 0.9793  -0.94
O 3.9501 -2.8101 1.2642  -0.94
C 2.8487 -0.5087 0.6906  -0.32
C 3.0202 0.8642 0.7195  -0.21
C 1.9049 1.6749 0.7159  -0.20
C 0.6146 1.1374 0.6929  0.13
N -0.4512 2.0334 0.5877  -0.60
C -1.6182 1.8368 -0.0903  0.69
O -1.8599 0.8637 -0.7688  -0.59
C -2.5848 2.9627 0.0997  -0.22
C -3.0085 3.3220 1.3754  -0.14
C -3.9645 4.3161 1.5187  -0.27
C -4.4639 4.9143 0.3724  0.06
N -4.0611 4.5903 -0.8441  -0.42
C -3.1549 3.6467 -0.9781  0.22
Cl -2.6501 3.3009 -2.5807  0.04
C 0.4531 -0.2564 0.7712  0.21
N -0.7799 -0.8960 0.8855  -0.61
C -1.8602 -0.4504 1.5728  0.70
O -1.8674 0.5575 2.2534  -0.63
C -3.1010 -1.2663 1.3982  -0.21
C -4.3047 -0.5640 1.3442  -0.10
C -5.5011 -1.2381 1.1758  -0.26
C -5.4591 -2.6198 1.0792  0.06
N -4.3324 -3.3042 1.1586  -0.43
C -3.1996 -2.6568 1.3098  0.21
Cl -1.8198 -3.6930 1.4416  0.01
C 1.5917 -1.0636 0.7309  -0.22
H 5.1471 0.7320 -3.0282  0.21
H 3.7197 -0.2816 -3.2338  0.21
H 3.9222 0.6604 -1.7570  0.21
H 5.9871 -0.6643 -1.2081  0.23
H 5.6940 -1.6824 -2.6329  0.20
H 4.3536 -3.6317 -2.2179  0.19
H 3.4131 -3.6630 -0.7170  0.23
H 1.8243 -3.5605 -2.5329  0.22
H 1.8302 -1.9466 -1.8111  0.21
H 2.6802 -2.2458 -3.3300  0.20
H 4.0193 1.2678 0.7437  0.25
H 2.0178 2.7494 0.7075  0.22
H -0.3005 2.9438 0.9992  0.41
H -2.6078 2.7960 2.2302  0.25
H -4.3156 4.6111 2.4943  0.23
H -5.2188 5.6871 0.4161  0.20
H -0.8247 -1.8329 0.5041  0.42
H -4.2732 0.5121 1.4290  0.24
H -6.4371 -0.7064 1.1220  0.23
H -6.3513 -3.2143 0.9413  0.20
H 1.4964 -2.1377 0.7757  0.24

Entry 3:
Molecular formula: C22H21Cl2NO3
Method: DFT, wB97M-V/def2-TZVPD

The calculation puts the total energy at -55832.117 eV. As for the SMILES: CCOc1cc(CNc2ccc(O)cc2)ccc1OCc1ccc(Cl)cc1Cl. The energy relative to the best compared isomer or geometry (same formula, charge and spin) is 11.0 kcal per mole. For the gap between HOMO and LUMO, the calculation gives 8.1 eV. The calculation puts the highest occupied orbital energy at -7.441 eV.

Last column: natural (NBO) charge in e.
Element x y z (Å)
C -1.9419 0.8166 -3.3044  -0.62
C -1.3149 0.5802 -1.9397  -0.06
O -0.8512 -0.7552 -1.9003  -0.54
C -0.1606 -1.1846 -0.7987  0.31
C 0.0164 -0.4011 0.3341  -0.30
C 0.7044 -0.8572 1.4517  -0.04
C 0.8517 0.0503 2.6420  -0.23
N -0.4368 0.5995 3.0086  -0.62
C -0.5908 1.4737 4.0683  0.23
C -1.8723 1.6991 4.5820  -0.25
C -2.0898 2.6148 5.5872  -0.25
C -1.0251 3.3362 6.1174  0.26
O -1.2788 4.2358 7.1172  -0.67
C 0.2509 3.1177 5.6215  -0.26
C 0.4693 2.1975 4.6114  -0.29
C 1.2302 -2.1367 1.4380  -0.21
C 1.0766 -2.9259 0.3151  -0.24
C 0.3942 -2.4792 -0.8113  0.23
O 0.3440 -3.4008 -1.8224  -0.49
C -0.1750 -3.0849 -3.0891  -0.08
C 0.6239 -2.0638 -3.8583  -0.08
C 1.8658 -1.6230 -3.4224  -0.13
C 2.5760 -0.6617 -4.1189  -0.25
C 2.0427 -0.1359 -5.2837  -0.03
Cl 2.9091 1.0708 -6.1623  0.01
C 0.8169 -0.5724 -5.7612  -0.26
C 0.1230 -1.5317 -5.0437  -0.02
Cl -1.3990 -2.0728 -5.6523  0.01
H -1.1906 0.7206 -4.0831  0.21
H -2.3688 1.8147 -3.3421  0.22
H -2.7266 0.0873 -3.4861  0.22
H -0.4781 1.2742 -1.7842  0.18
H -2.0616 0.7413 -1.1497  0.17
H -0.3939 0.5947 0.3730  0.23
H 1.5133 0.8834 2.3755  0.20
H 1.3181 -0.4997 3.4747  0.18
H -1.1978 -0.0568 2.9042  0.38
H -2.7058 1.1423 4.1775  0.20
H -3.0799 2.7839 5.9795  0.22
H -0.4536 4.6570 7.3835  0.48
H 1.0885 3.6692 6.0294  0.20
H 1.4751 2.0499 4.2519  0.21
H 1.7644 -2.5187 2.2944  0.21
H 1.4852 -3.9235 0.2799  0.23
H -0.1576 -4.0389 -3.6309  0.21
H -1.2169 -2.7522 -3.0189  0.21
H 2.2845 -2.0380 -2.5187  0.22
H 3.5354 -0.3244 -3.7610  0.23
H 0.4076 -0.1718 -6.6748  0.24

Entry 4:
Molecular formula: C22H21Cl5CsN5O4S2
Method: DFT, wB97M-V/def2-TZVPD

The calculation puts the total energy at -123629.460 eV. As for the charge: -2. The energy relative to the best compared isomer or geometry (same formula, charge and spin) is 23.0 kcal per mole. For the gap between HOMO and LUMO, the calculation gives 5.9 eV. The calculation puts the highest occupied orbital energy at -2.190 eV.

Last column: Löwdin charge in e.
Element x y z (Å)
Cs 1.6472 -1.5982 -0.4206  0.98
C 1.2290 2.8744 0.6599  -0.22
C 0.4205 1.8577 1.4766  -0.24
N -0.7174 1.3464 0.7690  -0.06
C -1.7968 2.2323 0.4659  -0.29
C -2.3857 2.0524 -0.9361  -0.48
S -1.2365 2.0578 -2.3343  0.87
C -0.2302 3.5320 -2.0455  -0.48
C 1.2603 3.2372 -1.8138  -0.30
N 1.5324 2.4189 -0.6701  -0.07
H 0.6585 3.8033 0.5752  0.10
H 2.1254 3.1400 1.2398  0.10
H 1.0601 1.0149 1.7364  0.05
H 0.1704 2.3439 2.4429  0.11
H -1.0055 0.3970 0.9684  0.02
H -2.6445 2.1337 1.1652  0.11
H -1.4497 3.2627 0.5773  0.09
H -2.8634 1.0682 -0.9969  0.00
H -3.1740 2.7974 -1.0819  0.07
H -0.3162 4.1982 -2.9074  0.06
H -0.6469 4.0848 -1.1993  0.06
H 1.6525 2.7187 -2.6901  0.11
H 1.7717 4.2165 -1.7774  0.10
H 2.2882 1.7663 -0.7614  0.10
Cl -4.2710 -1.0406 -0.2285  0.60
C -3.4482 -1.6176 1.2735  -0.65
C -2.1289 -1.3176 1.4493  -0.14
C -1.5927 -1.7542 2.6424  -0.68
Cl 0.1054 -1.3687 2.9824  0.63
C -2.3076 -2.4505 3.6164  -0.71
Cl -1.5908 -2.9499 5.1145  0.63
C -3.6544 -2.7347 3.3733  -0.71
Cl -4.5924 -3.5894 4.5553  0.61
C -4.2450 -2.3131 2.1821  -0.72
Cl -5.9245 -2.6503 1.8898  0.61
O 0.0119 -1.9614 -6.6566  0.09
C -1.1548 -1.9029 -6.0509  -0.53
O -2.2056 -2.0551 -6.6493  0.04
C -1.1344 -1.6413 -4.5894  -0.07
C -2.2850 -1.5936 -3.8332  -0.02
N -1.9035 -1.3743 -2.5670  0.00
N -0.5824 -1.2459 -2.4377  0.02
C -0.0860 -1.4126 -3.6530  -0.16
C 1.4220 -1.3413 -3.8447  -0.61
O 1.8515 -1.5932 -5.0075  -0.01
O 2.0932 -1.0528 -2.8369  -0.34
H 0.7783 -1.8169 -5.9711  0.04
H -3.3172 -1.7176 -4.1235  0.13
H -2.4724 -1.3134 -1.7342  0.05
S 3.6955 -3.4541 1.5284  0.30
C 3.8663 -2.0513 2.5325  -0.88
C 4.4433 -2.1624 3.8265  -0.15
C 4.6066 -1.0549 4.6231  -0.12
C 4.1993 0.1979 4.1540  -0.12
C 3.6321 0.2318 2.8942  -0.20
N 3.4578 -0.8317 2.1055  -0.05
H 4.7476 -3.1440 4.1618  0.08
H 5.0482 -1.1604 5.6086  0.09
H 4.3028 1.1012 4.7410  0.08
H 3.2855 1.1803 2.4876  0.08

Copy entry 3 word for word.
Molecular formula: C22H21Cl2NO3
Method: DFT, wB97M-V/def2-TZVPD

The calculation puts the total energy at -55832.117 eV. As for the SMILES: CCOc1cc(CNc2ccc(O)cc2)ccc1OCc1ccc(Cl)cc1Cl. The energy relative to the best compared isomer or geometry (same formula, charge and spin) is 11.0 kcal per mole. For the gap between HOMO and LUMO, the calculation gives 8.1 eV. The calculation puts the highest occupied orbital energy at -7.441 eV.

Last column: natural (NBO) charge in e.
Element x y z (Å)
C -1.9419 0.8166 -3.3044  -0.62
C -1.3149 0.5802 -1.9397  -0.06
O -0.8512 -0.7552 -1.9003  -0.54
C -0.1606 -1.1846 -0.7987  0.31
C 0.0164 -0.4011 0.3341  -0.30
C 0.7044 -0.8572 1.4517  -0.04
C 0.8517 0.0503 2.6420  -0.23
N -0.4368 0.5995 3.0086  -0.62
C -0.5908 1.4737 4.0683  0.23
C -1.8723 1.6991 4.5820  -0.25
C -2.0898 2.6148 5.5872  -0.25
C -1.0251 3.3362 6.1174  0.26
O -1.2788 4.2358 7.1172  -0.67
C 0.2509 3.1177 5.6215  -0.26
C 0.4693 2.1975 4.6114  -0.29
C 1.2302 -2.1367 1.4380  -0.21
C 1.0766 -2.9259 0.3151  -0.24
C 0.3942 -2.4792 -0.8113  0.23
O 0.3440 -3.4008 -1.8224  -0.49
C -0.1750 -3.0849 -3.0891  -0.08
C 0.6239 -2.0638 -3.8583  -0.08
C 1.8658 -1.6230 -3.4224  -0.13
C 2.5760 -0.6617 -4.1189  -0.25
C 2.0427 -0.1359 -5.2837  -0.03
Cl 2.9091 1.0708 -6.1623  0.01
C 0.8169 -0.5724 -5.7612  -0.26
C 0.1230 -1.5317 -5.0437  -0.02
Cl -1.3990 -2.0728 -5.6523  0.01
H -1.1906 0.7206 -4.0831  0.21
H -2.3688 1.8147 -3.3421  0.22
H -2.7266 0.0873 -3.4861  0.22
H -0.4781 1.2742 -1.7842  0.18
H -2.0616 0.7413 -1.1497  0.17
H -0.3939 0.5947 0.3730  0.23
H 1.5133 0.8834 2.3755  0.20
H 1.3181 -0.4997 3.4747  0.18
H -1.1978 -0.0568 2.9042  0.38
H -2.7058 1.1423 4.1775  0.20
H -3.0799 2.7839 5.9795  0.22
H -0.4536 4.6570 7.3835  0.48
H 1.0885 3.6692 6.0294  0.20
H 1.4751 2.0499 4.2519  0.21
H 1.7644 -2.5187 2.2944  0.21
H 1.4852 -3.9235 0.2799  0.23
H -0.1576 -4.0389 -3.6309  0.21
H -1.2169 -2.7522 -3.0189  0.21
H 2.2845 -2.0380 -2.5187  0.22
H 3.5354 -0.3244 -3.7610  0.23
H 0.4076 -0.1718 -6.6748  0.24